A molecular structure, C27H29GaNO3P2 at a distorted geometry, computed with ωB97M-V with the def2-TZVPD basis set.

Positions of all 63 atoms, in Å:
C 1.00938 0.76384 -4.99465
C 0.74919 1.44406 -3.81542
C -0.61338 1.79903 -3.50823
C -1.68350 1.39932 -4.40010
C -1.35457 0.70464 -5.60678
C -0.03831 0.40611 -5.89555
C -2.99916 1.70832 -4.00978
C -3.24699 2.35572 -2.78554
C -2.09750 2.72583 -1.98454
C -2.28480 3.36265 -0.70544
C -3.57687 3.61423 -0.27134
C -4.71030 3.26700 -1.06610
C -4.55673 2.65246 -2.29260
H 2.04005 0.48350 -5.23970
H -2.16078 0.40581 -6.28547
H 0.21329 -0.12714 -6.81829
H -3.83869 1.42547 -4.65553
H -3.73551 4.08808 0.70404
H -5.71325 3.48745 -0.68601
H -5.42816 2.37304 -2.89479
N -0.83659 2.47173 -2.36831
Ga 0.00000 0.00000 0.00000
C 1.80398 1.75440 -2.79352
H 1.59127 2.72039 -2.30789
H 2.80835 1.77628 -3.25187
C -1.06264 3.64687 0.11215
H -0.24268 3.98299 -0.54315
H -1.26155 4.41253 0.88259
P 1.86015 0.47138 -1.41025
P -0.40468 2.11080 1.00338
C -1.63871 2.02803 2.38818
H -1.31419 1.26136 3.11124
H -1.75435 2.99840 2.90417
H -2.60997 1.71214 1.97275
C 1.02719 2.91850 1.88249
H 0.70975 3.80328 2.46302
H 1.49578 2.18842 2.56420
H 1.77935 3.22908 1.13767
C 2.45262 -1.00207 -2.35765
H 3.33044 -0.76529 -2.98606
H 2.70678 -1.79678 -1.63800
H 1.62506 -1.36569 -2.98749
C 3.43422 0.99976 -0.57029
H 3.66956 0.28627 0.23775
H 4.28128 1.03520 -1.27837
H 3.29378 1.99684 -0.12193
C -1.49421 -0.81791 0.75913
O -2.45251 -1.36674 1.14447
H -0.94055 0.26545 -1.20965
O 0.00612 -0.78219 3.04626
C 1.14639 -0.99778 2.43206
O 1.34106 -0.56536 1.19309
C 2.07533 -1.99472 3.00945
C 3.18504 -2.45790 2.27929
C 3.99225 -3.47907 2.79145
C 3.70305 -4.04554 4.03726
C 2.61021 -3.58728 4.77333
C 1.79836 -2.57030 4.26562
H 3.41168 -2.05456 1.29975
H 4.83263 -3.84426 2.21797
H 4.32019 -4.84466 4.42614
H 2.37929 -4.03339 5.73378
H 0.94243 -2.25402 4.84646

Net charge: +1
HOMO-LUMO gap, eV: 6.89
LUMO level, eV: -3.730
M, u: 547.20

Mulliken atomic charge list, values in e, 2 entries: number 1, C, carries -0.30; number 2, C, carries 0.13